Entry 1:
{"formula": "C70H158F6N9OP", "method": "ωB97M-V with the def2-TZVPD basis set", "symbols": ["P", "F", "F", "F", "F", "F", "F", "O", "N", "N", "N", "N", "N", "N", "N", "N", "N", "C", "C", "C", "C", "C", "C", "C", "C", "C", "C", "C", "C", "C", "C", "C", "C", "C", "C", "C", "C", "C", "C", "C", "C", "C", "C", "C", "C", "C", "C", "C", "C", "C", "C", "C", "C", "C", "C", "C", "C", "C", "C", "C", "C", "C", "C", "C", "C", "C", "C", "C", "C", "C", "C", "C", "C", "C", "C", "C", "C", "C", "C", "C", "C", "C", "C", "C", "C", "C", "C", "H", "H", "H", "H", "H", "H", "H", "H", "H", "H", "H", "H", "H", "H", "H", "H", "H", "H", "H", "H", "H", "H", "H", "H", "H", "H", "H", "H", "H", "H", "H", "H", "H", "H", "H", "H", "H", "H", "H", "H", "H", "H", "H", "H", "H", "H", "H", "H", "H", "H", "H", "H", "H", "H", "H", "H", "H", "H", "H", "H", "H", "H", "H", "H", "H", "H", "H", "H", "H", "H", "H", "H", "H", "H", "H", "H", "H", "H", "H", "H", "H", "H", "H", "H", "H", "H", "H", "H", "H", "H", "H", "H", "H", "H", "H", "H", "H", "H", "H", "H", "H", "H", "H", "H", "H", "H", "H", "H", "H", "H", "H", "H", "H", "H", "H", "H", "H", "H", "H", "H", "H", "H", "H", "H", "H", "H", "H", "H", "H", "H", "H", "H", "H", "H", "H", "H", "H", "H", "H", "H", "H", "H", "H", "H", "H", "H", "H", "H", "H", "H", "H", "H", "H", "H", "H", "H", "H", "H"], "coordinates": [[18.7141, 24.7145, 12.3636], [19.6227, 25.4314, 11.2077], [17.5208, 24.6359, 11.1912], [19.8709, 24.8635, 13.4751], [19.1896, 23.2899, 11.9099], [17.7478, 23.9920, 13.4238], [17.9961, 26.1522, 12.6290], [22.4685, 19.7844, 8.0722], [28.5289, 23.8484, 19.2950], [21.0390, 20.6882, 15.4167], [13.7136, 22.6879, 17.7868], [14.4705, 19.1741, 12.6407], [17.1687, 13.3411, 14.8343], [28.9402, 18.4794, 13.9468], [23.6122, 16.5817, 19.7433], [19.4258, 26.6775, 18.0974], [21.8242, 17.8485, 9.2922], [17.5699, 13.6028, 13.3864], [28.3078, 24.2616, 20.7692], [19.1362, 25.4125, 18.9796], [11.6803, 23.0156, 19.1199], [24.3434, 17.8584, 20.1014], [24.8298, 21.2328, 16.7123], [21.6601, 17.1522, 7.9507], [15.5858, 10.6027, 14.7419], [15.5964, 13.2879, 14.8369], [14.4386, 23.1427, 16.5046], [16.8216, 15.7611, 15.9058], [22.4391, 25.4641, 15.6727], [18.4056, 26.8069, 16.9402], [29.9649, 20.2345, 19.8517], [21.5726, 17.7202, 19.4917], [27.4618, 24.3872, 18.4005], [15.8759, 19.0353, 13.4173], [28.0419, 19.7184, 13.7383], [17.1452, 10.7242, 14.7397], [11.5367, 21.6511, 18.4588], [20.8588, 26.6176, 17.5380], [25.3526, 18.4137, 19.0248], [13.3244, 18.5777, 13.6084], [13.0590, 20.1612, 10.2615], [24.5009, 15.4414, 19.2352], [17.5997, 14.4355, 15.9591], [21.6083, 17.1280, 20.9772], [13.4965, 17.0948, 13.9548], [22.5910, 16.9516, 18.6587], [18.8751, 21.7922, 16.2027], [17.0701, 21.5491, 19.6141], [13.4695, 18.6638, 10.4427], [14.2198, 20.7320, 12.3796], [21.2501, 20.6610, 13.9425], [21.2649, 25.3852, 16.6057], [14.6032, 18.3918, 11.3333], [29.6020, 24.7628, 18.6501], [17.7673, 11.9333, 15.3094], [26.6671, 19.1805, 13.6732], [23.5366, 21.4207, 15.8904], [18.6719, 20.4870, 15.5654], [30.0704, 21.7541, 19.5522], [19.9539, 19.7009, 15.7573], [17.5611, 26.8870, 20.4758], [31.2062, 18.5733, 10.6168], [30.7417, 19.0275, 11.9629], [12.9363, 20.9705, 11.4969], [12.7636, 21.4731, 17.5931], [17.3597, 16.7558, 16.8710], [14.7718, 22.4464, 18.9807], [12.4111, 16.4386, 14.8322], [26.0471, 19.7739, 19.3342], [29.9627, 18.7910, 15.0261], [26.7045, 18.2426, 14.8607], [21.7311, 20.2536, 10.3612], [22.4283, 20.3589, 16.1382], [17.9981, 28.1297, 19.7199], [19.3500, 27.9606, 18.9906], [22.0594, 19.2930, 9.1482], [17.7683, 25.5741, 19.7191], [15.8625, 21.4618, 18.6175], [29.5697, 18.1241, 12.5039], [29.5235, 24.6136, 17.1561], [27.9277, 17.4204, 14.4645], [12.7321, 23.7697, 18.3529], [28.0047, 24.5881, 16.9740], [15.0058, 11.9175, 14.1495], [28.6680, 22.2849, 19.2189], [20.4289, 22.0097, 15.9121], [22.7504, 16.0814, 20.9691], [13.6975, 18.2968, 9.4420], [27.0338, 25.2647, 18.8853], [24.5780, 21.5305, 17.7302], [15.7637, 19.7448, 14.2371], [29.2340, 24.1287, 21.3282], [15.1258, 21.1890, 11.9814], [22.6182, 17.4730, 9.7908], [31.7663, 17.6391, 10.5771], [30.5891, 19.6039, 14.6588], [27.5331, 23.9323, 16.2422], [14.2879, 22.2274, 19.9325], [18.6577, 27.5696, 16.2034], [20.6675, 16.5995, 21.1309], [17.6270, 24.7575, 20.4271], [20.2011, 27.8078, 19.6542], [15.8038, 15.5175, 16.2104], [20.9745, 27.5273, 16.9489], [16.5230, 26.9267, 20.8057], [30.5828, 24.5106, 19.0532], [29.4050, 20.0714, 20.7725], [22.4556, 19.8851, 11.0874], [20.6957, 17.2441, 7.4510], [22.6176, 19.3202, 15.8675], [10.6662, 21.6192, 17.8036], [28.2068, 21.9433, 18.2923], [27.8844, 21.9436, 19.8954], [26.5929, 19.7012, 20.2749], [17.8046, 11.9101, 16.3985], [21.6249, 18.8086, 19.5198], [25.2572, 15.4154, 20.0196], [21.8869, 21.3169, 10.1789], [30.4658, 18.4605, 9.8248], [16.3351, 21.6625, 17.6560], [22.9454, 17.5348, 17.8087], [29.8855, 23.6370, 16.8348], [24.8998, 15.6638, 18.2455], [19.5710, 28.8156, 18.3516], [31.9986, 19.2027, 10.2118], [20.0133, 18.8134, 15.1273], [26.4496, 18.7183, 12.7103], [16.9751, 25.4969, 18.9755], [21.6283, 26.5984, 18.3098], [20.5564, 22.9000, 15.2964], [18.6638, 14.5572, 15.7566], [13.2374, 20.5190, 17.8239], [14.4821, 16.9599, 14.4003], [29.4701, 19.1229, 15.9401], [15.5467, 18.7018, 10.8841], [11.9903, 20.6403, 11.9261], [13.7265, 23.5226, 15.7721], [19.9199, 25.4035, 19.7372], [18.0834, 28.9828, 20.3929], [22.2087, 20.3809, 17.2056], [20.7718, 22.1621, 16.9355], [17.3692, 13.8961, 16.8778], [15.5379, 20.4274, 18.7311], [23.1358, 22.4058, 16.1291], [30.4549, 22.2874, 20.4216], [28.0713, 20.3191, 14.6473], [23.1874, 26.1221, 16.1144], [14.0878, 21.2092, 13.3506], [18.3821, 17.0583, 16.6447], [21.6302, 17.7838, 21.8477], [30.5413, 17.8791, 15.1735], [29.9397, 17.1010, 12.4357], [20.3796, 25.0192, 16.0856], [13.9377, 11.9140, 14.3670], [17.9209, 21.0422, 19.1588], [21.8169, 21.5801, 13.7940], [25.6494, 21.8604, 16.3625], [18.6804, 21.7364, 17.2737], [20.2681, 20.6771, 13.4697], [18.3155, 25.8530, 16.4205], [31.5798, 18.9893, 12.6588], [23.8406, 21.6288, 14.8645], [29.6286, 19.6084, 19.0253], [18.1891, 26.8108, 21.3635], [26.0416, 17.5923, 18.8279], [12.1316, 20.1964, 9.6899], [25.8336, 19.8808, 13.7285], [15.1020, 14.1478, 14.3848], [13.2417, 19.2808, 14.4372], [15.2266, 23.4188, 19.1699], [17.7780, 20.0912, 16.0476], [15.1867, 12.0444, 13.0821], [22.1915, 25.9226, 14.7154], [16.9447, 21.0018, 20.5484], [17.1431, 12.7995, 12.7858], [18.8470, 12.0115, 15.1820], [15.2134, 9.6609, 14.3387], [30.7134, 21.9439, 18.6928], [16.5776, 19.4300, 12.6825], [26.8140, 18.7561, 15.8159], [12.6097, 15.3735, 14.9519], [27.8586, 25.6284, 16.6832], [12.2757, 16.8371, 15.8377], [25.7986, 17.6370, 14.8843], [22.7802, 24.4590, 15.4246], [19.2708, 24.4524, 18.4814], [15.1819, 23.8680, 16.8358], [28.3530, 16.8389, 15.2824], [18.6592, 13.6146, 13.3512], [28.0850, 25.3284, 20.7471], [29.9809, 25.4555, 16.6364], [26.6614, 23.6517, 18.4815], [17.3346, 16.3369, 17.8770], [30.4685, 20.0823, 11.9324], [17.4062, 22.5782, 19.7408], [27.7995, 16.7953, 13.5809], [23.2966, 15.9095, 21.8965], [17.2036, 28.4291, 19.0364], [16.8752, 16.2009, 14.9099], [12.5343, 21.5553, 16.5307], [13.7604, 20.7156, 9.6378], [21.8364, 16.1351, 8.3008], [25.1875, 20.2034, 16.6898], [20.0184, 19.4061, 16.8047], [21.7517, 19.7462, 13.6268], [12.3632, 18.7614, 13.1285], [28.4485, 20.3165, 12.9228], [27.4588, 23.6568, 21.0879], [14.8963, 22.2537, 16.0707], [17.4725, 10.6148, 13.7057], [16.1356, 18.0311, 13.7523], [14.6883, 17.3075, 11.4048], [26.5676, 20.1888, 18.4711], [11.4839, 16.2960, 14.2772], [22.4128, 15.1364, 20.5435], [20.9690, 17.6848, 9.8039], [24.7778, 18.5302, 18.1061], [25.3622, 20.5447, 19.6877], [29.4780, 25.8043, 18.9468], [20.5868, 17.4617, 19.1049], [11.9471, 22.7961, 20.1537], [21.6530, 24.5990, 17.2532], [10.7201, 23.5279, 19.0587], [18.2846, 22.5851, 15.7435], [15.2314, 10.7288, 15.7650], [23.9382, 14.5128, 19.3311], [22.4677, 17.4853, 7.2988], [17.5892, 9.8383, 15.1938], [16.7257, 17.6420, 16.8409], [24.8879, 17.7296, 21.0368], [23.5723, 18.6165, 20.2384], [12.5539, 18.1350, 10.7076], [18.4321, 20.6094, 14.5091], [12.9968, 22.0348, 11.2697], [17.3807, 26.9946, 17.2604], [20.7296, 20.0301, 10.7289], [13.6388, 16.5853, 13.0017], [12.2815, 24.3427, 17.5425], [13.2637, 24.5106, 18.9501], [30.9617, 19.9009, 20.1403], [11.4062, 20.8941, 19.2320], [15.3050, 13.3157, 15.8869], [22.0526, 16.0766, 18.2948], [17.1149, 14.5566, 13.1189], [28.7115, 18.0690, 11.8341]], "lowdin_charge": [0.13, -0.16, -0.21, -0.17, -0.17, -0.20, -0.16, 0.18, -0.23, -0.23, -0.20, -0.17, -0.21, -0.21, -0.26, -0.21, 0.08, 0.03, 0.07, -0.07, -0.14, -0.10, -0.08, 0.06, -0.12, -0.08, 0.04, -0.27, -0.09, 0.05, -0.08, -0.16, -0.15, 0.03, -0.11, -0.17, -0.14, -0.08, -0.19, -0.07, -0.18, 0.05, -0.06, -0.10, -0.23, -0.11, -0.13, -0.07, -0.15, -0.05, 0.02, -0.24, -0.15, -0.10, -0.10, -0.19, -0.20, -0.19, -0.19, -0.11, -0.17, -0.10, -0.23, -0.15, -0.09, -0.10, -0.08, -0.06, -0.09, 0.03, -0.16, 0.04, -0.06, -0.14, -0.06, -0.32, -0.18, -0.22, -0.05, -0.13, -0.07, -0.08, -0.13, -0.12, -0.11, -0.05, -0.02, 0.14, 0.14, 0.07, 0.08, 0.12, 0.14, 0.18, 0.10, 0.11, 0.10, 0.15, 0.13, 0.12, 0.11, 0.13, 0.11, 0.14, 0.13, 0.14, 0.08, 0.06, 0.13, 0.12, 0.13, 0.11, 0.10, 0.09, 0.13, 0.10, 0.12, 0.11, 0.09, 0.07, 0.11, 0.11, 0.11, 0.15, 0.10, 0.13, 0.13, 0.09, 0.13, 0.12, 0.13, 0.12, 0.06, 0.09, 0.13, 0.12, 0.12, 0.13, 0.14, 0.12, 0.12, 0.13, 0.11, 0.09, 0.12, 0.12, 0.09, 0.11, 0.06, 0.13, 0.12, 0.14, 0.07, 0.12, 0.04, 0.12, 0.08, 0.09, 0.11, 0.09, 0.12, 0.11, 0.06, 0.13, 0.11, 0.14, 0.11, 0.10, 0.12, 0.11, 0.11, 0.10, 0.09, 0.09, 0.10, 0.13, 0.14, 0.12, 0.09, 0.10, 0.07, 0.13, 0.09, 0.12, 0.05, 0.10, 0.10, 0.14, 0.10, 0.11, 0.14, 0.11, 0.10, 0.11, 0.06, 0.14, 0.16, 0.12, 0.09, 0.12, 0.13, 0.11, 0.04, 0.13, 0.10, 0.13, 0.14, 0.11, 0.08, 0.12, 0.06, 0.13, 0.05, 0.10, 0.13, 0.17, 0.07, 0.07, 0.15, 0.10, 0.12, 0.08, 0.14, 0.12, 0.12, 0.11, 0.12, 0.14, 0.07, 0.15, 0.12, 0.13, 0.12, 0.14, 0.10, 0.08, 0.10, 0.14, 0.14, 0.09, 0.13, 0.12, 0.14, 0.09, 0.12], "e_lumo_ev": -14.93, "orbital_gap_ev": 7.231, "charge": 8, "energy_ha": -4267.1334, "homo_energy_ev": -22.2, "spin_multiplicity": 1}

=====

Entry 2:
{"formula": "C7H10S2", "method": "ωB97M-V with the def2-TZVPD basis set", "symbols": ["S", "S", "C", "C", "C", "C", "C", "C", "C", "H", "H", "H", "H", "H", "H", "H", "H", "H", "H"], "coordinates": [[-2.4321, -0.7271, 2.0579], [1.1717, 1.5084, 2.6974], [-3.8953, -0.4719, -0.2948], [-0.1778, 0.6505, 0.3346], [-1.5615, 0.3886, -0.2138], [4.3039, -0.6522, -1.2611], [0.3943, 0.9641, 1.4513], [3.8604, 0.2957, -0.4487], [-2.5757, -0.1434, 0.3906], [4.6043, -1.6666, -1.0704], [3.7187, 0.2391, 0.5822], [-1.0957, -0.4823, 2.1083], [-1.6869, 0.6324, -1.2586], [3.9499, -0.4804, -2.3749], [-3.7077, -1.1274, -1.1705], [-4.3129, 0.4998, -0.6039], [0.5133, 0.6402, -0.4493], [-4.3145, -1.0741, 0.5020], [3.2435, 1.0066, -0.9784]], "lowdin_charge": [0.82, 0.76, -0.10, -0.18, -0.16, -0.08, -0.72, -0.09, -0.70, 0.03, 0.02, -0.14, 0.11, 0.09, 0.09, 0.09, 0.09, 0.04, 0.04], "e_lumo_ev": -0.35, "orbital_gap_ev": 7.682, "smiles": "C/C(S)=C/C=C=S.C=C", "energy_ha": -1068.9511, "homo_energy_ev": -8.0, "e_above_lowest_kj_mol": 392.5, "spin_multiplicity": 1}

=====

Entry 3:
{"formula": "C5H32NO12", "method": "ωB97M-V with the def2-TZVPD basis set", "symbols": ["O", "O", "O", "O", "O", "O", "O", "O", "O", "O", "O", "O", "N", "C", "C", "C", "C", "C", "H", "H", "H", "H", "H", "H", "H", "H", "H", "H", "H", "H", "H", "H", "H", "H", "H", "H", "H", "H", "H", "H", "H", "H", "H", "H", "H", "H", "H", "H", "H", "H"], "coordinates": [[0.0784, -1.7138, 1.8805], [-0.5746, -2.2532, 4.4247], [2.1707, -3.3823, 2.8020], [-2.7782, -0.4998, -2.8557], [-2.0329, 3.4947, -1.2561], [3.2630, 3.2113, 1.0448], [1.6411, 1.3186, -0.2589], [2.1123, 0.8727, -3.6357], [-0.9718, 1.3457, -3.5200], [2.0867, -3.1285, 0.0319], [0.8924, -2.2776, -2.9028], [2.3067, -0.7264, 1.0481], [-0.8554, -1.0341, -0.4981], [-0.8877, 1.2497, 0.6956], [-1.8514, 2.6100, 0.9372], [-1.0665, -0.8623, 1.9895], [-1.4611, -0.2023, 0.6637], [-2.7073, 2.6879, -0.2475], [2.4750, 2.9965, 0.4354], [-0.7881, -1.8793, -0.1989], [-1.9215, -0.6980, -2.3675], [-3.4253, -1.0447, -2.6419], [1.2961, -3.0622, 0.3631], [-1.2048, -2.6387, 3.8547], [1.9952, 1.3961, -1.1692], [2.5283, -2.1276, 0.1489], [-1.3595, 1.0799, -2.6325], [-0.2832, 1.3724, 1.5926], [-1.1121, 0.5587, -3.8802], [-2.7356, 1.6304, -0.6097], [-0.2712, 1.4538, -0.1996], [3.5221, 2.3290, 1.3356], [-2.4261, -0.1100, 0.6449], [2.9569, -0.7362, 1.7011], [-1.1037, 3.3745, 1.1687], [-0.0269, -1.7982, 3.7656], [0.9690, -1.1771, 1.6427], [1.2045, 0.9901, -3.7993], [-1.4400, 3.0210, -1.7977], [0.6912, -1.6076, -3.4331], [2.2492, -0.0024, -3.7350], [1.5888, -2.5647, 2.9633], [-3.7613, 3.0744, -0.2297], [2.5536, -3.2968, 1.9275], [1.0974, -2.1957, -1.9087], [2.2548, 0.7143, 0.2481], [-0.8181, -0.0481, 2.6670], [-1.9577, -1.4282, 2.2956], [-2.2372, 2.5094, 1.9100], [0.1256, -0.7955, -0.4050]], "lowdin_charge": [-0.17, -0.04, -0.06, -0.02, -0.06, -0.09, -0.07, 0.03, -0.01, 0.00, -0.02, 0.03, 0.12, -0.12, -0.13, -0.19, -0.26, -0.24, 0.05, -0.02, 0.04, -0.04, -0.08, 0.00, 0.08, 0.13, 0.05, 0.09, -0.06, 0.10, 0.08, 0.00, 0.07, 0.06, 0.12, -0.01, 0.08, -0.02, 0.02, -0.07, -0.04, 0.04, 0.14, -0.02, 0.06, 0.03, 0.12, 0.14, 0.08, 0.04], "e_lumo_ev": [-0.72, -6.31], "orbital_gap_ev": [9.853, 4.257], "energy_ha": -1166.9961, "homo_energy_ev": [-10.6, -10.6], "e_above_lowest_kj_mol": 706.6, "spin_multiplicity": 2}